Here is 7 unconnected molecules or ions with the total composition C23H50N7O9 from OMol25. Energies are from ωB97M-V/def2-TZVPD.

As for the max |F|: 0.9 eV/A. For the orbital gap, the calculation gives 6.09 eV. The total charge is -1.

XYZ file:
```
89
Properties=species:S:1:pos:R:3:forces:R:3
O -1.536778 -3.815634 4.355657 -0.01 -0.17 -0.20
O 0.693406 1.090071 -3.316863 -0.17 0.32 -0.37
O -8.108266 -0.707070 -1.175596 -0.01 0.05 -0.02
O -1.011708 6.580097 -4.162767 0.02 0.02 0.01
O -2.616588 1.373905 3.593048 0.08 -0.33 -0.04
O 6.319569 -2.641515 -2.100457 0.00 -0.04 -0.07
O 1.059711 -1.345976 -0.112124 0.34 -0.18 0.05
O -0.624710 -0.593800 5.219524 0.26 0.17 -0.24
O -3.274952 0.293770 1.746530 -0.43 -0.14 -0.65
N -1.143702 2.364469 -2.969110 -0.20 0.09 0.02
N -2.459379 -4.893142 6.120301 -0.04 -0.17 0.18
N 7.003288 -4.168768 -0.567743 0.09 -0.12 0.12
N 2.857372 -0.763999 -1.385459 0.07 0.04 -0.11
N 0.366579 -0.407194 3.115754 0.32 0.05 0.52
N -6.615218 0.925668 -0.669076 0.21 0.24 0.03
N 0.773756 7.163227 -5.429994 0.15 0.07 -0.14
C -2.016277 -0.931474 3.317962 0.68 -0.20 0.04
C 8.056968 -4.657002 0.297383 -0.24 -0.05 -0.06
C 3.783093 -1.313636 -0.415086 -0.25 0.14 0.11
C -1.427671 -4.358449 5.429891 0.17 0.18 0.08
C 1.208864 0.710929 3.542397 -0.29 0.05 -0.52
C -2.281725 -5.523762 7.408716 -0.20 0.08 -0.19
C 0.074052 2.135752 -3.460234 0.00 -0.05 0.06
C -1.798179 1.313564 -2.191489 0.23 -0.01 -0.07
C -3.788753 -4.816908 5.538195 0.15 0.10 -0.07
C -0.542838 7.080383 -5.165451 -0.13 0.03 -0.02
C 1.280787 7.769692 -6.643857 0.09 -0.12 0.21
C -0.732050 -0.637113 4.010956 -0.50 -0.05 0.49
C -1.828315 3.628028 -3.179188 -0.06 -0.32 0.16
C 3.384203 -0.153072 -2.598610 0.01 -0.29 0.24
C 1.532499 -0.844223 -1.116623 -0.33 0.07 -0.16
C 5.721810 -4.859021 -0.584078 0.05 0.14 -0.12
C -5.376444 1.319082 0.001164 -0.38 -0.08 -0.22
C 7.169915 -3.094785 -1.361475 0.06 0.11 -0.05
C -7.078654 -0.328227 -0.631434 -0.06 -0.23 0.02
C -7.376968 1.916773 -1.401819 -0.05 -0.19 0.02
C 1.133060 -1.661683 3.002550 -0.62 0.65 0.21
C 1.712080 6.622503 -4.458311 -0.19 0.01 0.02
C -2.704339 0.373834 2.847343 0.17 0.73 0.50
H -3.804623 -5.326367 4.573997 -0.06 0.03 -0.01
H -5.587938 2.093160 0.738642 0.13 -0.01 0.05
H 8.314166 -5.685271 0.033467 0.07 0.00 0.06
H 5.506379 -5.221379 -1.589596 -0.05 -0.02 0.02
H 2.728345 6.765379 -4.815206 0.00 0.02 -0.05
H 1.733147 -1.817185 3.903253 0.20 -0.13 0.12
H -0.458605 -4.450771 5.952160 -0.02 -0.02 0.03
H -1.233094 -5.491503 7.696654 0.03 0.02 -0.02
H 0.489806 2.993827 -4.016308 -0.01 -0.01 -0.01
H -2.768077 3.454111 -3.707695 -0.02 0.08 0.01
H 1.058205 1.535606 2.854847 0.00 0.27 -0.19
H 4.925691 -4.177346 -0.290950 -0.06 -0.04 0.00
H -1.197618 1.057551 -1.319237 -0.08 -0.03 0.05
H 2.251289 0.429536 3.487714 0.40 -0.06 0.16
H -7.470293 1.622592 -2.449401 -0.05 0.06 -0.01
H 0.960178 1.073824 4.531907 0.03 -0.15 0.34
H -8.382642 2.003393 -0.985775 -0.02 0.05 -0.06
H 3.653342 -0.811813 0.547114 0.03 -0.08 0.04
H 5.752240 -5.697884 0.105978 0.05 0.00 0.03
H 2.572450 0.212960 -3.222296 0.05 -0.04 0.16
H -4.672842 1.709297 -0.737463 0.03 0.02 0.10
H 8.943744 -4.035728 0.192430 0.00 0.03 -0.02
H -1.174661 7.515797 -5.958493 0.02 0.01 -0.01
H -1.792165 -1.512381 2.435940 -0.08 -0.25 -0.27
H -4.915951 0.475118 0.510781 0.04 0.12 0.03
H 4.034346 0.685738 -2.332328 0.03 0.00 -0.10
H 3.579445 -2.376251 -0.272444 0.05 -0.01 0.08
H -6.434448 -1.007302 -0.052170 0.02 0.02 0.01
H -2.870014 -5.003513 8.168615 0.04 -0.05 0.07
H 3.967084 -0.890358 -3.157136 0.09 0.07 0.01
H -2.043155 4.096806 -2.218386 -0.04 0.08 -0.03
H -2.603554 -6.568002 7.367027 0.03 -0.02 0.10
H 7.730353 -4.630678 1.338911 0.08 -0.03 0.03
H 0.454797 8.120866 -7.258203 -0.04 -0.01 0.01
H -2.773700 1.657221 -1.862185 0.03 0.05 0.00
H 1.923621 8.618161 -6.400084 0.01 0.02 -0.09
H 1.588105 7.125640 -3.499334 0.04 -0.04 0.03
H -1.212188 4.300840 -3.764578 0.04 0.05 0.00
H 0.430636 -2.477467 2.918133 -0.14 -0.37 -0.16
H -1.913046 0.417677 -2.802357 -0.02 -0.02 0.03
H 1.859092 7.040718 -7.215226 0.01 0.06 -0.07
H 1.731947 -1.603313 2.112675 0.35 -0.15 -0.31
H -2.617916 -1.509609 4.000556 -0.49 -0.02 0.12
H -6.873503 2.877818 -1.337400 0.05 0.00 0.03
H 1.526035 5.558755 -4.309413 0.05 0.00 0.05
H 4.802037 -1.184156 -0.763494 0.02 -0.01 -0.10
H -4.506988 -5.283384 6.208403 0.02 -0.02 0.04
H -4.065595 -3.775198 5.374519 -0.05 -0.02 -0.04
H 0.892054 -0.402294 -1.888193 0.19 -0.04 -0.05
H 8.176583 -2.648531 -1.278897 0.01 -0.02 0.03
```
Positions in Å, forces in eV/Å.


Here is 8 unconnected molecules or ions with the total composition C23H50NO9 from OMol25. Energies are from ωB97M-V/def2-TZVPD.

The relative energy (zero: lowest compared OMol25 entry of this formula, charge and spin) is 10.91 kcal per mole. As for the max |F|: 14.9 eV/A. For the orbital gap, the calculation gives 10.20 eV. The total charge is +1.

XYZ file:
```
83
Properties=species:S:1:pos:R:3:forces:R:3
O -0.314968 2.681632 -0.894226 -0.57 0.17 -0.05
O 0.046853 4.355972 0.417740 -0.70 3.96 0.71
O 2.655404 -2.177705 -0.191812 0.28 -5.79 -1.02
O 1.510345 0.369990 -2.859828 1.43 -0.51 -3.66
O -0.094555 -2.723164 1.790332 0.06 -3.02 4.87
O 1.510908 0.969985 -5.049526 -0.09 1.51 0.06
O -2.190581 -1.149485 -1.345075 -2.96 0.96 -7.52
O 1.890500 0.732155 2.425806 -0.75 0.27 0.59
O -2.074334 1.019067 2.025072 -5.74 -4.89 3.24
N 0.352188 -0.112481 -0.092695 0.86 -0.16 3.85
C -3.853895 -0.700595 1.575774 3.49 2.32 -0.17
C -2.037073 -1.042956 -3.903598 -1.11 1.79 -2.08
C 0.495620 0.444866 4.456787 1.24 -4.49 -2.76
C -2.762893 -0.996336 -2.574407 0.15 -0.91 5.35
C 1.571693 -3.815836 -1.533774 1.30 -3.26 -1.39
C 2.622188 -3.469700 -0.507314 -3.95 10.00 -1.06
C 0.654750 3.583440 1.450426 -5.13 6.25 3.64
C -3.593182 0.231295 4.054694 1.33 2.23 -5.52
C -4.356265 -0.765545 -2.723841 3.41 3.08 0.99
C -3.065757 0.217007 2.524518 2.96 2.89 -0.36
C -1.177377 -4.105891 3.560335 2.70 1.54 2.87
C 2.944985 -0.772021 -4.477009 -1.60 -0.59 -1.29
C 1.708443 0.984768 3.603719 1.24 -1.76 0.52
C 1.949774 0.224567 -4.048118 -2.44 0.92 4.61
C 0.643581 2.938500 -6.229689 2.19 -2.76 -0.24
C -0.512496 3.872090 -0.625277 1.32 -5.33 -0.95
C 0.696940 2.203247 -4.836777 3.08 2.29 -1.47
C 3.391949 -4.435796 0.036135 3.34 -5.30 4.25
C 2.831229 1.750289 4.387825 -3.35 0.25 -3.97
C 0.073477 -3.378069 2.925590 -4.21 3.64 -5.69
C 1.381312 -3.397918 3.455356 -4.49 11.22 3.67
C -1.241780 4.773677 -1.491542 1.88 -1.19 -1.26
C 1.122545 4.661950 2.460801 1.04 1.21 -1.51
H -4.515513 0.300253 -3.245592 0.23 -1.70 2.21
H -3.803187 -1.737752 1.604597 0.70 -2.02 1.12
H 1.972216 -4.281127 -2.516921 0.16 0.18 1.72
H 0.863024 -4.607112 -1.181490 0.28 1.03 -0.10
H 1.575231 4.385906 3.350291 1.35 -1.90 1.49
H -2.046754 -3.435421 3.768395 1.11 -0.25 0.39
H -0.883957 -4.867226 4.387637 -0.70 1.63 -1.26
H 0.747857 -0.627764 4.945822 -0.04 2.89 -0.55
H 3.346827 -1.416772 -3.743312 0.29 -0.30 0.91
H -4.924763 -1.124189 -1.872640 0.02 0.86 0.24
H 1.756010 -4.143171 3.216523 6.41 -13.10 -3.11
H -3.224807 -0.432449 0.755766 -0.63 -0.17 -1.80
H 4.115762 -4.150031 0.949822 -1.63 -0.46 -2.43
H -0.502327 0.241168 0.311916 -0.55 -0.10 0.95
H 0.321362 -1.099670 -0.176266 -0.22 -1.36 -0.23
H 2.699025 -5.322607 0.399874 1.23 1.67 -0.57
H 2.521337 -1.346672 -5.313679 -0.31 -0.24 0.44
H 3.698109 1.354696 4.669184 2.83 -3.58 2.32
H -1.481802 -4.591568 2.746178 -1.50 -2.57 -3.18
H -0.448876 0.181570 3.939338 0.93 0.22 -0.87
H -0.124357 2.940714 1.704750 -1.18 -1.23 1.58
H 1.173669 0.088188 0.556642 -1.13 0.18 -1.10
H 2.012592 -2.668940 3.031039 0.35 1.32 -0.74
H 0.157720 2.400779 -7.127414 1.38 0.33 1.48
H 1.045598 3.052748 -4.085352 0.47 -2.31 -1.24
H 0.369341 5.261034 2.959374 -0.92 0.24 -1.02
H 1.663582 3.424253 -6.403720 -1.30 -1.17 -0.30
H 0.034542 3.726673 -6.100049 -2.32 3.01 0.67
H -0.492307 5.478224 -1.570784 0.54 3.12 0.07
H -1.016644 -0.836083 -3.831416 1.72 0.96 0.71
H 1.256922 3.077321 0.969171 7.05 -5.04 -3.73
H 3.642142 -0.243007 -5.033371 2.00 1.06 -0.59
H 1.329449 -3.219853 4.479032 0.27 -0.26 2.06
H 3.906290 -4.919850 -0.819616 0.30 0.11 0.63
H -4.285294 1.031808 4.083064 0.12 1.51 0.92
H -0.200662 1.983292 -4.422013 -2.92 -1.32 0.79
H 3.430960 2.232363 3.613622 -1.13 1.71 -0.32
H 1.927339 5.382358 2.038606 -1.60 -1.18 0.15
H 0.153970 1.174380 5.043664 -0.71 2.60 3.36
H -1.327545 4.448114 -2.509906 -0.39 -0.93 -0.18
H -4.160523 -0.561421 4.201691 -2.97 -4.02 -0.05
H 2.322395 2.235627 5.144399 -0.24 1.85 1.50
H -2.133277 4.922889 -1.035648 -2.73 1.62 1.09
H -2.825693 0.003773 4.662483 2.88 0.90 2.65
H -4.655425 -1.268575 -3.537628 -0.90 -2.67 -2.97
H 1.174617 -2.971442 -1.977420 -1.47 1.94 0.02
H -1.937026 -1.903501 -4.549567 -0.94 -1.32 0.69
H -4.865486 -0.518918 1.463594 -2.02 1.19 -0.12
H 0.326421 0.326283 -0.941190 1.05 1.51 -3.30
H -2.467610 -0.330290 -4.767879 0.57 -0.99 2.42
```
Positions in Å, forces in eV/Å.


Number 1: molar mass 568.69 g mol⁻¹, HOMO -4.3 eV. Number 2: molar mass 484.65 g mol⁻¹, HOMO -11.9 eV.